(1)
Below is C31H28Cl2LaN6OS2Si as an isolated structure at a distorted geometry, with properties calculated with wB97M-V/def2-TZVPD.

Geometry as ORCA input:
```
! wB97M-V def2-TZVPD RIJCOSX def2/J DEFGRID3
* xyz 1 1
La -0.0338 -0.1717 -0.0145
N -3.6335 -0.5061 2.9964
C -4.2482 -1.3042 2.0335
C -5.4072 -2.0748 2.0608
C -5.7036 -2.7655 0.9056
C -4.8768 -2.6936 -0.2313
C -3.7374 -1.9219 -0.2446
C -3.4286 -1.2164 0.9178
N -2.3422 -0.3770 1.2017
C -2.5162 0.0121 2.4443
C -1.5722 0.8908 3.1442
C -1.7089 1.4674 4.3642
S -0.3065 2.3608 4.7345
C 0.3767 1.9156 3.2440
N -0.3799 1.1593 2.5017
H -3.9484 -0.3658 3.9408
H -6.0381 -2.1385 2.9376
H -6.5878 -3.3887 0.8742
H -5.1377 -3.2707 -1.1077
H -3.0946 -1.8919 -1.1159
H -2.5406 1.4193 5.0502
H 1.3705 2.2249 2.9489
Cl 1.5727 0.9804 -4.6935
C 0.3715 1.9427 -3.8951
C -0.2734 2.9528 -4.6427
C -1.2522 3.7055 -4.0771
Cl -2.0302 4.9436 -5.0085
C -1.6505 3.4723 -2.7342
C -2.6943 4.1679 -2.0854
C -3.0303 3.8480 -0.8020
C -2.3186 2.8253 -0.1531
N -1.3316 2.1667 -0.7100
C -0.9865 2.4690 -2.0026
C 0.0611 1.6925 -2.5843
O 0.6595 0.7551 -1.8508
H 0.0162 3.1173 -5.6715
H -3.2237 4.9444 -2.6212
H -3.8326 4.3565 -0.2860
H -2.5667 2.5493 0.8669
C 3.3389 3.3129 0.1277
N 3.6710 2.2074 -0.7622
C 4.2370 2.3399 -2.0272
C 4.3539 1.1015 -2.5389
N 3.8626 0.2418 -1.5779
C 3.4264 0.9108 -0.5026
S 2.7514 0.2232 0.9209
H 3.8483 4.2043 -0.2271
H 3.6736 3.0792 1.1347
H 2.2635 3.4861 0.1299
H 4.5111 3.2976 -2.4328
H 4.7370 0.7609 -3.4836
H 3.7365 -0.7533 -1.6788
C 0.2513 -3.2708 -2.7080
Si 0.3514 -2.9793 -0.8410
C 1.9513 -3.8138 -0.2824
C -1.0262 -4.0522 -0.0988
C -1.8453 -4.8976 -0.8548
C -2.8804 -5.6243 -0.2736
C -3.1260 -5.5216 1.0888
C -2.3259 -4.6947 1.8684
C -1.2975 -3.9741 1.2740
H 0.4234 -4.3179 -2.9827
H 0.9980 -2.6637 -3.2293
H -0.7281 -2.9809 -3.1038
H 1.9945 -4.8514 -0.6290
H 2.0255 -3.8218 0.8089
H 2.8333 -3.2886 -0.6629
H -1.6710 -4.9989 -1.9209
H -3.4926 -6.2777 -0.8846
H -3.9295 -6.0881 1.5434
H -2.5004 -4.6214 2.9362
H -0.6778 -3.3381 1.9064
*
```

Values from the calculation:
- Orbital gap: 6.17 eV
- Electronic energy: -3639.73140 a.u.
- Relative energy (zero: lowest compared OMol25 entry of this formula, charge and spin): 0.1238 eV
- HOMO energy: -8.96 eV
- LUMO energy: -2.79 eV



(2)
Below is C25H50BCuN2O8PSSb as an isolated structure, with properties calculated with wB97M-V/def2-TZVPD.

Geometry as ORCA input:
```
! wB97M-V def2-TZVPD RIJCOSX def2/J DEFGRID3
* xyz -1 2
Cu 0.1193 -0.3433 -0.0305
O 1.7142 2.0118 1.6129
S 0.1255 2.0129 1.6945
O -0.2080 3.3447 2.1201
O -0.2346 0.9305 2.6040
O -0.3651 1.7101 0.3249
C 1.7712 -4.8856 1.4478
C 2.5161 -3.5837 1.1711
C 3.6172 -3.3782 2.1943
O 1.5578 -2.5155 1.3170
B 1.1352 -2.1002 0.0491
O 1.8207 -2.8041 -0.9285
C 2.9672 -3.4366 -0.3123
C 4.1550 -2.4976 -0.4813
C 3.2363 -4.7487 -1.0274
H 1.3208 -4.8241 2.4398
H 2.4398 -5.7482 1.4236
H 0.9750 -5.0399 0.7176
H 3.2044 -3.4914 3.1983
H 4.0453 -2.3800 2.1163
H 4.4149 -4.1146 2.0667
H 3.9922 -1.5483 0.0286
H 4.2857 -2.2882 -1.5436
H 5.0739 -2.9458 -0.0978
H 2.3501 -5.3807 -1.0536
H 4.0468 -5.2947 -0.5385
H 3.5371 -4.5402 -2.0547
C 5.2528 -1.6029 5.0014
C 4.9012 -0.1226 5.0639
N 4.0244 0.3117 3.9821
C 2.6934 0.7494 4.3819
C 1.7700 -0.4092 4.7346
C 4.6240 0.5024 2.7596
O 5.8459 0.3399 2.6790
C 3.8437 0.8380 1.5429
C 4.5575 1.2321 0.4441
C 3.9773 1.2823 -0.8375
C 2.7422 0.6856 -0.9765
N 2.0237 0.2436 0.0487
C 2.3821 0.6689 1.3580
H 5.9071 -1.8740 5.8336
H 5.7711 -1.8213 4.0688
H 4.3532 -2.2181 5.0560
H 5.8181 0.4685 5.0351
H 4.3853 0.0968 6.0009
H 2.2593 1.3698 3.6076
H 2.8070 1.4013 5.2562
H 1.6506 -1.0832 3.8836
H 0.7827 -0.0299 4.9995
H 2.1673 -0.9855 5.5750
H 5.6174 1.4156 0.5708
H 4.5375 1.5983 -1.7050
H 2.3373 0.4727 -1.9620
H 1.9289 -0.0104 2.0763
C -5.8349 3.9654 -0.7577
C -4.8667 3.3971 -1.7906
Sb -2.9640 2.5349 -1.1182
C -1.9287 4.3917 -0.7115
C -2.7543 5.6498 -0.4707
C -3.5954 2.0294 0.8896
C -3.6570 3.1495 1.9226
H -6.7791 4.2777 -1.2167
H -5.4166 4.8340 -0.2494
H -6.0767 3.2283 0.0108
H -4.6076 4.1599 -2.5312
H -5.3546 2.5944 -2.3507
H -1.2659 4.5321 -1.5685
H -1.2837 4.1758 0.1405
H -3.4476 5.8537 -1.2905
H -2.1058 6.5252 -0.3681
H -3.3400 5.5739 0.4460
H -2.8704 1.2745 1.1959
H -4.5654 1.5311 0.7852
H -2.6897 3.6425 2.0181
H -3.9102 2.7533 2.9115
H -4.4071 3.8997 1.6682
C -4.1101 -1.6750 1.2700
P -2.3464 -1.8676 0.9606
C -1.5575 -1.8930 2.5661
C -2.1505 -3.5171 0.2628
O -1.8754 -0.7870 0.0243
H -4.4927 -2.4840 1.8935
H -4.6393 -1.6619 0.3171
H -4.2693 -0.7194 1.7695
H -2.0685 -2.6017 3.2215
H -1.5864 -0.8846 2.9816
H -0.5097 -2.1753 2.4491
H -2.5250 -4.2801 0.9470
H -1.0894 -3.6813 0.0734
H -2.6900 -3.5717 -0.6828
*
```

Values from the calculation:
- Orbital gap (spin up / spin down): 6.46 / 6.70 eV
- Electronic energy: -4339.36140 a.u.
- Relative energy (zero: lowest compared OMol25 entry of this formula, charge and spin): 1.5402 eV
- HOMO energy (spin up / spin down): -4.13 / -4.40 eV
- LUMO energy (spin up / spin down): 2.33 / 2.30 eV



(3)
Below is a 2-piece molecular cluster, C3H10N2S overall at a distorted geometry, with properties calculated with wB97M-V/def2-TZVPD.

Geometry as ORCA input:
```
! wB97M-V def2-TZVPD RIJCOSX def2/J DEFGRID3
* xyz 0 1
H 1.9848 -1.9505 0.0435
N 2.2872 -1.1142 0.5641
C 2.3338 -0.1984 -0.3605
N 2.0226 1.1291 -0.1484
H 2.6910 -0.3640 -1.3887
H 1.3444 1.6444 -0.6736
H 2.4495 1.5762 0.6427
C -1.8269 -1.0244 1.0211
S -1.1379 0.6330 1.1288
C -1.5095 0.9007 -0.6209
H -2.6089 -1.0705 1.7925
H -2.3781 -1.3425 0.1264
H -0.9930 -1.7533 1.0421
H -1.0868 0.1174 -1.2382
H -1.0148 1.8208 -0.9942
H -2.5572 0.9962 -0.9367
*
```

Values from the calculation:
- Orbital gap: 9.23 eV
- Electronic energy: -627.92268 a.u.
- Relative energy (zero: lowest compared OMol25 entry of this formula, charge and spin): 1.9577 eV
- HOMO energy: -8.39 eV
- LUMO energy: 0.83 eV
- Structure (SMILES): [H]/N=C/N.CSC



Look up the electronic energy of the second one. -4339.36140 a.u.



What is the relative energy (zero: lowest compared OMol25 entry of this formula, charge and spin) in the third record? 1.9577 eV



Which formula does entry 3 have? C3H10N2S



Which value of relative energy (zero: lowest compared OMol25 entry of this formula, charge and spin) does entry 3 give? 1.9577 eV